C3H8NO2 | ωB97M-V/def2-TZVPD

Structure (XYZ):
```
14
Properties=species:S:1:pos:R:3:forces:R:3
O -1.133236 0.184540 0.777224 0.025 -0.388 0.821
C -2.215037 0.915474 0.489911 0.165 0.353 -0.977
O -2.474629 1.036568 -0.877801 0.305 -0.135 -0.247
H -3.149203 0.564650 0.941238 0.063 -0.065 0.551
H -1.924955 0.365170 -1.300393 -0.248 0.052 -0.281
C 2.085669 -0.815394 0.082805 0.496 -0.114 0.223
C 2.019889 -0.190048 -1.157593 -0.035 -0.419 -0.603
N 1.050875 -0.748791 0.854175 -1.812 -1.372 0.325
H 2.923251 -1.426752 0.406096 0.213 0.213 -0.265
H 2.839867 -0.271333 -1.861797 0.054 0.146 0.076
H 1.071390 0.188500 -1.525476 0.147 0.411 0.238
H 0.974834 -1.454278 1.594921 0.715 0.467 0.379
H -1.968747 1.945812 0.825718 -0.331 0.049 0.410
H -0.099966 -0.294119 0.750970 0.243 0.803 -0.651
```
Forces are in eV/Å.

Properties
**Energy relative to the best compared isomer or geometry (same formula, charge and spin)**: 7.464 eV
**HOMO energy**: -13.29 eV
**Electronic energy**: -8812.488 eV
**Net charge**: +1


C3H8NO2 | ωB97M-V/def2-TZVPD

Structure (XYZ):
```
14
Properties=species:S:1:pos:R:3:forces:R:3
C 1.009191 0.966687 -0.712979 0.210 -0.639 1.604
C 0.835211 -0.404508 -0.159446 -0.449 5.252 0.307
C -1.632736 0.097118 0.397830 -0.466 2.436 -2.320
N -0.494747 -0.857977 0.097626 -3.706 -1.494 -3.121
O 0.937562 1.213692 0.658686 -0.411 -3.352 0.340
O 1.702406 -1.306248 0.168453 0.855 0.040 0.370
H 1.911923 1.316223 -1.069754 2.379 -0.262 -1.255
H 0.290909 1.514972 -1.213198 -2.097 0.279 -1.589
H -1.508143 0.732818 1.255386 0.981 -0.274 0.540
H -1.507289 0.766915 -0.471389 -1.078 0.025 0.511
H -2.676001 -0.281770 0.482994 1.173 -0.777 -0.585
H -0.881565 -1.608850 -0.658342 1.359 2.136 1.796
H -0.526550 -1.321611 0.919607 0.900 -2.848 3.503
H 2.539827 -0.827463 0.304524 0.350 -0.522 -0.101
```
Forces are in eV/Å.

Properties
**Energy relative to the best compared isomer or geometry (same formula, charge and spin)**: 4.930 eV
**HOMO energy**: -14.63 eV
**Electronic energy**: -8815.022 eV
**Net charge**: +1


C3H8NO2P | ωB97M-V/def2-TZVPD

Structure (XYZ):
```
15
Properties=species:S:1:pos:R:3:forces:R:3
N -2.961260 0.424892 -0.299578 -2.757 1.127 -3.102
C -1.648663 0.372002 0.040317 3.491 -0.761 1.783
C -0.859214 -0.696807 -0.269695 -1.716 1.093 -0.223
C 0.562317 -0.975657 0.155559 -0.247 0.351 1.074
P 1.932485 0.081659 -0.557141 0.546 -0.252 -0.647
O 1.548753 1.629884 -0.140513 0.348 0.043 0.880
O 3.058544 -0.147093 0.651394 0.684 -0.551 0.233
H -3.196545 1.355967 -0.807168 0.362 -2.074 1.321
H -3.213091 -0.358306 -0.988206 0.458 1.550 1.356
H -1.289428 1.139372 0.799171 -0.465 -0.703 -1.344
H -1.506335 -1.394334 -0.859628 1.445 -0.041 0.185
H 0.708311 -0.823964 1.244745 -0.307 -0.110 -0.288
H 0.786773 -2.038152 -0.016444 0.262 0.366 -0.183
H 2.131428 1.962190 0.588905 -0.778 -0.554 -0.775
H 3.945922 -0.531649 0.458278 -1.325 0.517 -0.270
```
Forces are in eV/Å.

Properties
**Structure (SMILES)**: N/C=C/CP(O)O
**Energy relative to the best compared isomer or geometry (same formula, charge and spin)**: 0.677 eV
**HOMO energy**: -7.78 eV
**Electronic energy**: -18114.405 eV
**Net charge**: 0


C3H8NO2S | ωB97M-V/def2-TZVPD

Structure (XYZ):
```
15
Properties=species:S:1:pos:R:3:forces:R:3
O -3.960389 0.763081 0.520878 3.435 0.958 -1.119
C -2.724501 0.964444 0.237495 -4.485 -0.305 2.320
N -2.020504 0.490437 -0.785319 2.106 -2.129 1.512
C -0.884130 -0.188729 -0.269014 -2.175 6.641 1.451
C 0.343620 0.738676 -0.572968 2.559 -1.845 -1.047
S 1.796390 -0.270270 -1.174902 -0.352 0.071 0.646
H -2.151707 1.626932 0.978463 -0.481 -0.493 -0.593
H -0.435709 -1.781915 -1.337517 1.232 -0.417 -0.488
H -0.693663 -1.179268 -0.862468 0.110 -1.401 -0.870
H -0.923434 -0.555825 0.815482 0.019 0.192 -1.411
H 0.686856 1.450982 0.247469 -0.935 -1.423 -0.385
H 0.183763 1.354520 -1.445589 -0.882 0.106 0.087
H 4.229026 -0.784403 1.521801 -0.512 -0.653 0.066
H 3.006229 -1.142132 0.660715 0.613 -0.706 1.283
O 3.548160 -1.486529 1.465475 -0.250 1.402 -1.450
```
Forces are in eV/Å.

Properties
**Energy relative to the best compared isomer or geometry (same formula, charge and spin)**: 6.503 eV
**HOMO energy**: -4.18 eV
**Electronic energy**: -19657.317 eV
**Net charge**: -1